A 3-piece molecular cluster, C20H33F7N3O7 overall at a distorted geometry. Source: OMol25; level of theory: ωB97M-V with the def2-TZVPD basis set.

Summary:
Gap between HOMO and LUMO = 9.772 eV
Charge = +1
E_HOMO = -12.98 eV

Each line ends with the natural charge from an NBO analysis.
Cartesian coordinates (Å):
N 0.54481 -2.37727 1.62061  -0.73
C 0.94153 -1.37118 0.80853  0.76
N 1.40363 -0.16093 1.46678  -0.46
C 0.32294 0.55207 2.21883  -0.25
C -1.13453 0.48844 1.55409  -0.12
O -1.91361 -0.47566 2.31379  -0.52
C -2.92278 -1.09446 1.53404  0.60
O -3.29612 -2.24760 1.88256  -0.53
C 2.21491 0.73827 0.59062  -0.25
C 2.51819 0.17246 -0.86746  -0.45
C 1.08845 -0.37831 -1.41677  -0.04
C 1.04513 -0.55944 -3.00483  -0.42
C 0.82936 0.91391 -3.66387  -0.45
C -0.64960 1.08354 -4.30540  0.05
F -0.48734 1.03861 -5.75361  -0.38
N 0.80324 -1.61429 -0.62189  -0.46
C 1.61439 -2.79789 -1.07678  -0.28
C 0.67201 -3.88066 -1.85313  -0.08
O 0.95813 -3.85317 -3.27341  -0.71
H 0.03077 -3.18663 1.25538  0.44
H 0.69476 -2.31336 2.63816  0.45
H 0.58575 1.64605 2.39463  0.25
H 0.23596 0.04120 3.25062  0.24
H -1.62401 1.52158 1.74388  0.21
H -1.14973 0.34132 0.42312  0.20
H -3.46967 -0.62706 0.64811  0.17
H 3.23737 0.86399 1.11518  0.26
H 1.77841 1.80872 0.54394  0.21
H 3.32222 -0.65825 -0.86561  0.23
H 2.84435 1.03684 -1.53502  0.25
H 0.33814 0.46435 -1.15863  0.21
H 2.04158 -0.97717 -3.40432  0.24
H 0.16468 -1.20503 -3.36996  0.22
H 0.91408 1.74267 -2.86072  0.20
H 1.58750 1.13613 -4.49355  0.26
H -1.09014 2.12147 -4.07158  0.18
H -1.39627 0.30286 -3.92522  0.18
H 2.51751 -2.50750 -1.73182  0.24
H 2.07201 -3.39297 -0.19626  0.23
H -0.43736 -3.65667 -1.61312  0.18
H 0.87715 -4.91904 -1.40476  0.19
H 0.09444 -3.62738 -3.70085  0.48
C 3.63825 -1.53223 7.57155  -0.64
C 3.20448 -0.34214 6.73786  -0.08
O 3.92071 -0.30585 5.49078  -0.46
C 3.45960 -1.11710 4.52070  0.70
O 2.50912 -1.85051 4.64192  -0.56
C 4.27753 -0.94068 3.24490  0.90
F 5.60379 -0.92298 3.47691  -0.29
F 3.98297 0.22061 2.61617  -0.32
F 4.06418 -1.92351 2.34904  -0.31
H 4.72186 -1.52650 7.71302  0.22
H 3.15276 -1.51516 8.54910  0.23
H 3.38665 -2.47329 7.07727  0.22
H 3.44687 0.58226 7.26571  0.21
H 2.12475 -0.34152 6.56537  0.20
C -7.04760 2.71097 -3.43081  -0.64
C -6.04612 3.60783 -4.13244  -0.08
O -4.91150 3.86323 -3.28666  -0.47
C -3.97486 2.89583 -3.24718  0.68
O -4.04000 1.86168 -3.86099  -0.53
C -2.81073 3.31833 -2.35597  0.90
F -3.21981 3.85350 -1.18665  -0.30
F -2.03393 4.24897 -2.94705  -0.30
F -1.99792 2.28782 -2.03748  -0.33
H -7.33420 3.13746 -2.46613  0.22
H -7.94306 2.58172 -4.04160  0.23
H -6.62159 1.72541 -3.22941  0.22
H -6.50550 4.57581 -4.34169  0.21
H -5.72896 3.18749 -5.09049  0.20